# 1
Computed, not measured: 2 unconnected molecules or ions with the total composition C3H9O2 in a non-equilibrium geometry, with ωB97M-V/def2-TZVPD.

Output
HOMO = -2.6 eV
molecular weight = 77.103 g/mol
orbital gap = 6.87 eV

Structure (ORCA input):
```
! RIJCOSX wB97M-V def2-TZVPD def2/J DEFGRID3
* xyz -1 1
C -0.55622 -1.03712 0.13605
O -0.10224 -1.68910 -0.92268
C -0.13012 0.64968 -0.10408
C -0.68528 1.40330 1.08686
H 0.06222 -1.25188 1.06429
H -1.63115 -1.19366 0.20901
H -0.58710 0.82524 -1.06556
H 0.87491 0.59966 -0.13575
H -0.13180 2.29272 1.34791
H -0.85037 1.01807 2.12302
H -1.68416 1.79095 0.91752
H 1.46087 -1.66920 -1.41982
H 1.67333 -0.51311 -1.68087
O 2.28712 -1.22555 -1.55591
*
```

# 2
Computed, not measured: 2 unconnected molecules or ions with the total composition C3H9O2 in a non-equilibrium geometry, with ωB97M-V/def2-TZVPD.

Output
HOMO = -2.5 eV
molecular weight = 77.103 g/mol
orbital gap = 6.60 eV

Structure (ORCA input):
```
! RIJCOSX wB97M-V def2-TZVPD def2/J DEFGRID3
* xyz -1 1
C -0.81995 2.15745 -0.03480
O -0.11299 1.97778 1.20687
H -0.73331 3.23839 -0.20765
H -1.86518 1.96231 0.19563
H -0.69700 1.72258 -1.03702
C 1.11644 -1.11985 -0.59433
O 1.75872 -0.37262 0.31915
C -0.12363 -1.92591 0.21320
H 1.58196 -2.04652 -1.02172
H 0.59933 -0.57514 -1.38353
H 0.47561 1.19886 1.11827
H 0.17382 -2.60046 1.01533
H -0.69262 -2.48191 -0.57462
H -0.66119 -1.13496 0.78523
*
```